(1)
{"formula": "C10H21BaNO9", "method": "the ωB97M-V functional and the def2-TZVPD basis", "symbols": ["Ba", "O", "O", "O", "O", "O", "O", "O", "O", "O", "N", "C", "C", "C", "C", "C", "C", "C", "C", "C", "C", "H", "H", "H", "H", "H", "H", "H", "H", "H", "H", "H", "H", "H", "H", "H", "H", "H", "H", "H", "H", "H"], "xyz": [[0.002, 0.540, -0.162], [-1.301, 2.047, 0.066], [-1.090, 0.248, -1.688], [2.996, -2.345, -3.856], [0.571, 1.767, 1.315], [0.500, -1.389, -0.173], [1.952, 0.932, -0.314], [0.619, -0.591, 1.476], [1.049, -0.900, -5.555], [0.341, 1.927, -1.663], [-1.988, -0.055, 0.746], [1.660, -1.479, 1.813], [-0.436, -0.631, 2.461], [0.655, -1.333, -1.392], [0.950, -1.079, -4.297], [-0.099, -0.405, -3.696], [1.741, -2.047, -2.037], [1.891, -1.870, -3.425], [-1.621, 0.250, 2.027], [-2.794, -0.121, 2.976], [-0.290, -0.448, -2.275], [1.174, 1.945, -2.134], [-1.257, 2.643, 0.813], [-0.197, 2.587, -2.100], [-2.737, 0.593, 0.548], [-3.704, 0.438, 2.761], [-2.456, -0.947, 0.676], [-1.959, 2.434, -0.511], [2.315, 1.010, -1.196], [0.186, 1.889, 2.182], [1.345, -2.519, 1.732], [-0.745, 0.234, -4.281], [1.933, -1.490, 2.868], [-3.030, -1.172, 2.804], [-0.131, -0.325, 3.462], [-2.502, 0.037, 4.015], [2.325, 1.672, 0.166], [-1.440, 1.298, 2.266], [2.534, -1.419, 1.165], [1.248, 2.441, 1.255], [-0.606, -1.698, 2.601], [2.392, -2.668, -1.439]], "mulliken_charge": [3.827, -0.566, -0.860, -0.680, -0.517, -0.935, -0.665, -0.059, -0.698, -0.516, -0.472, -1.140, -0.937, 0.463, 0.210, -0.900, -0.926, 0.281, 0.187, -1.733, 0.709, 0.202, 0.189, 0.189, 0.298, 0.414, 0.308, 0.231, 0.300, 0.121, 0.371, 0.422, 0.347, 0.418, 0.357, 0.391, 0.180, -0.246, 0.289, 0.124, 0.570, 0.454], "total_charge": 0, "relative_energy_kcal_mol": 64.7, "lumo_energy_ev": -1.13, "e_homo_ev": -6.000, "total_energy_ev": -31295.111}

(2)
{"formula": "C10H21Cl", "method": "the ωB97M-V functional and the def2-TZVPD basis", "symbols": ["Cl", "C", "C", "C", "C", "C", "C", "C", "C", "C", "C", "H", "H", "H", "H", "H", "H", "H", "H", "H", "H", "H", "H", "H", "H", "H", "H", "H", "H", "H", "H", "H"], "xyz": [[5.207, 0.388, -1.777], [0.628, -0.199, -1.186], [-2.341, -0.426, 1.280], [1.877, -1.108, -1.620], [-3.571, 0.481, 1.462], [-4.475, 0.652, 0.352], [-1.288, 0.467, 0.508], [2.974, 0.201, 0.170], [2.760, -1.172, -0.470], [3.890, 1.084, -0.613], [-0.078, -0.460, 0.184], [-0.222, -0.404, -1.976], [-4.153, 0.276, 2.474], [-1.833, 0.659, -0.457], [0.495, -0.824, 0.970], [-4.410, 1.838, -0.386], [-5.663, 0.482, 1.094], [-3.424, 1.547, 1.792], [1.459, -2.170, -1.740], [3.311, 1.756, -1.305], [2.325, -1.747, 0.417], [-1.851, -0.506, 2.391], [-0.615, -1.452, -0.012], [2.007, 0.936, 0.102], [3.265, -0.209, 1.318], [-4.393, -0.242, -0.468], [-0.804, 1.449, 1.139], [3.789, -1.759, -0.966], [0.929, 0.821, -1.166], [-2.685, -1.486, 0.991], [4.418, 2.023, -0.098], [2.474, -0.896, -2.405]], "nbo_charge": [-0.128, -0.391, -0.417, -0.423, -0.497, -0.599, -0.398, -0.471, -0.392, -0.361, -0.429, 0.210, 0.205, 0.213, 0.209, 0.214, 0.220, 0.222, 0.200, 0.211, 0.202, 0.203, 0.190, 0.247, 0.229, 0.210, 0.219, 0.233, 0.179, 0.232, 0.239, 0.218], "total_charge": 0, "lumo_energy_ev": 0.79, "e_homo_ev": -9.786, "total_energy_ev": -23225.718}

(3)
{"formula": "C10H21Cl2O6P2", "method": "the ωB97M-V functional and the def2-TZVPD basis", "symbols": ["Cl", "Cl", "P", "P", "O", "O", "O", "O", "O", "O", "C", "C", "C", "C", "C", "C", "C", "C", "C", "C", "H", "H", "H", "H", "H", "H", "H", "H", "H", "H", "H", "H", "H", "H", "H", "H", "H", "H", "H", "H", "H"], "xyz": [[-0.443, 3.807, -1.020], [-3.220, -0.734, -2.242], [-0.096, 0.706, -3.660], [0.203, -0.233, 4.459], [0.735, 1.232, 4.703], [1.279, -0.801, 3.422], [2.215, 2.418, -3.282], [-0.866, 1.279, -0.611], [-0.005, -1.063, 5.636], [-1.101, 0.003, 3.595], [-1.558, -2.896, -2.457], [1.155, -2.185, 3.067], [-1.017, 0.723, 2.361], [-1.171, 1.963, -2.901], [1.331, 0.309, -2.618], [-1.055, -0.829, -3.871], [2.444, 1.304, -2.871], [-0.852, 2.156, -1.437], [-1.569, -1.354, -2.525], [1.770, 1.410, 5.690], [-1.201, -3.308, -3.390], [-1.956, 1.252, 2.221], [-2.191, 1.595, -2.965], [1.618, -2.315, 2.091], [-0.200, 1.444, 2.371], [1.654, -0.692, -2.895], [2.270, 2.348, 5.469], [-0.976, -0.982, -1.702], [0.349, 1.152, -4.904], [1.672, -2.803, 3.799], [1.049, 0.293, -1.572], [-2.541, -3.266, -2.217], [-0.378, -1.545, -4.323], [1.325, 1.454, 6.681], [2.495, 0.598, 5.651], [-1.881, -0.603, -4.533], [3.461, 0.952, -2.667], [-0.874, 0.021, 1.543], [0.109, -2.490, 3.015], [-0.893, -3.216, -1.665], [-1.091, 2.895, -3.441]], "nbo_charge": [0.044, -0.024, 1.325, 2.574, -0.823, -0.829, -0.487, -0.514, -1.081, -0.811, -0.621, -0.255, -0.247, -0.852, -0.853, -0.727, 0.441, 0.540, -0.206, -0.250, 0.216, 0.198, 0.318, 0.177, 0.194, 0.280, 0.195, 0.224, 0.070, 0.205, 0.317, 0.254, 0.267, 0.203, 0.191, 0.285, 0.166, 0.172, 0.188, 0.232, 0.305], "total_charge": 1, "lumo_energy_ev": -3.65, "e_homo_ev": -12.427, "total_energy_ev": -66613.365}

(4)
{"formula": "C10H21Cl2PTl", "method": "the ωB97M-V functional and the def2-TZVPD basis", "symbols": ["Tl", "Cl", "Cl", "P", "C", "C", "C", "C", "C", "C", "C", "C", "C", "C", "H", "H", "H", "H", "H", "H", "H", "H", "H", "H", "H", "H", "H", "H", "H", "H", "H", "H", "H", "H", "H"], "xyz": [[2.622, -0.640, 2.973], [1.781, 1.551, 1.833], [1.185, -2.113, 1.297], [0.452, 0.972, -1.694], [-0.180, 0.971, -3.368], [-1.146, -1.812, -1.832], [-1.120, -3.083, -1.198], [-0.824, 0.370, -0.507], [0.845, 2.670, -1.267], [-1.862, -0.390, -1.023], [-2.843, -0.906, 0.019], [-2.272, -2.042, 0.868], [1.921, -0.040, -1.539], [-2.030, -3.310, 0.052], [2.191, -0.448, -2.522], [-1.269, 1.104, -3.385], [-3.135, -0.074, 0.674], [0.286, 1.816, -3.891], [-1.384, -3.837, -1.960], [-1.176, 1.278, 0.017], [-0.675, -1.605, -2.794], [0.265, 2.969, -0.388], [1.756, -0.852, -0.812], [-0.080, -3.289, -0.887], [-2.967, -2.271, 1.687], [-3.744, -1.261, -0.495], [-2.993, -3.708, -0.296], [2.726, 0.599, -1.155], [-1.568, -4.072, 0.690], [0.089, 0.042, -3.884], [-1.317, -1.739, 1.320], [-2.411, 0.090, -1.846], [1.909, 2.724, -1.017], [-0.200, -0.197, 0.219], [0.618, 3.322, -2.120]], "nbo_charge": [0.629, -0.809, -0.772, 1.612, -0.978, -0.718, -0.454, -0.723, -0.992, -0.246, -0.390, -0.414, -0.990, -0.381, 0.240, 0.266, 0.171, 0.224, 0.169, 0.186, 0.151, 0.277, 0.331, 0.156, 0.180, 0.196, 0.171, 0.236, 0.196, 0.271, 0.226, 0.184, 0.264, 0.306, 0.228], "total_charge": -1, "relative_energy_kcal_mol": 0.0, "lumo_energy_ev": 2.83, "e_homo_ev": -0.878, "total_energy_ev": -49738.040}

(5)
{"formula": "C10H21ClI2InN4OP", "method": "the ωB97M-V functional and the def2-TZVPD basis", "symbols": ["I", "I", "In", "Cl", "P", "O", "N", "N", "N", "N", "C", "C", "C", "C", "C", "C", "C", "C", "C", "C", "H", "H", "H", "H", "H", "H", "H", "H", "H", "H", "H", "H", "H", "H", "H", "H", "H", "H", "H", "H", "H"], "xyz": [[2.478, 1.003, 2.204], [4.177, 0.261, 0.256], [-0.516, -1.367, -0.353], [-2.590, -2.514, -0.361], [1.718, -3.102, 0.271], [5.417, 3.339, 2.438], [-0.759, 3.125, -0.512], [-2.667, 2.336, -1.849], [-2.824, 2.424, 0.619], [-1.359, 0.737, -0.461], [-3.546, 2.568, -0.675], [3.333, -3.120, 1.105], [-2.118, 0.949, -1.770], [-1.712, 3.396, 0.594], [-2.242, 1.064, 0.727], [-0.237, 1.745, -0.399], [2.049, -4.162, -1.176], [5.406, 2.234, 2.255], [0.837, -4.287, 1.359], [-1.537, 3.293, -1.774], [-2.140, 4.407, 0.401], [-3.050, 0.295, 0.769], [0.916, -3.909, 2.381], [-1.622, 0.986, 1.611], [-0.871, 3.125, -2.637], [2.470, -5.117, -0.827], [-3.932, 3.601, -0.727], [1.342, -5.243, 1.284], [3.668, -4.167, 1.199], [1.126, -4.361, -1.742], [2.780, -3.664, -1.831], [-1.907, 4.336, -1.805], [0.470, 1.539, -1.226], [4.083, -2.560, 0.552], [-2.942, 0.207, -1.841], [-4.395, 1.852, -0.721], [0.297, 1.616, 0.560], [-1.432, 0.814, -2.609], [-1.182, 3.391, 1.539], [3.230, -2.690, 2.108], [-0.217, -4.382, 1.064]], "nbo_charge": [0.026, 0.066, 1.523, -0.490, 0.998, -0.460, -0.433, -0.417, -0.417, -0.591, -0.095, -0.937, -0.097, -0.091, -0.091, -0.105, -0.952, 0.441, -0.940, -0.092, 0.232, 0.238, 0.263, 0.212, 0.214, 0.279, 0.236, 0.273, 0.286, 0.265, 0.269, 0.238, 0.215, 0.276, 0.241, 0.223, 0.227, 0.218, 0.214, 0.272, 0.263], "total_charge": 2, "lumo_energy_ev": -9.64, "e_homo_ev": -15.080, "total_energy_ev": -61888.648}

(6)
{"formula": "C10H21GaIO5", "method": "the ωB97M-V functional and the def2-TZVPD basis", "symbols": ["I", "Ga", "O", "O", "O", "O", "O", "C", "C", "C", "C", "C", "C", "C", "C", "C", "C", "H", "H", "H", "H", "H", "H", "H", "H", "H", "H", "H", "H", "H", "H", "H", "H", "H", "H", "H", "H", "H"], "xyz": [[-0.401, -4.733, 1.905], [1.371, -2.780, 1.604], [-3.082, 1.123, -1.845], [0.126, 1.201, 3.946], [0.408, 1.031, -2.920], [1.477, -0.096, 2.648], [1.792, -1.002, -0.552], [-2.621, 0.663, 0.535], [-0.788, 0.453, -2.413], [1.458, 2.216, 2.221], [-3.219, 0.199, -0.778], [0.623, -1.286, 2.746], [-1.767, 1.575, -2.086], [0.948, 1.062, 3.045], [1.400, -2.374, -0.384], [1.968, -0.600, -1.897], [1.545, 0.860, -2.084], [2.346, 1.432, -2.556], [-2.796, -0.776, -1.053], [1.341, -1.226, -2.542], [-0.587, -0.167, -1.538], [-1.239, -0.167, -3.194], [-2.903, 1.692, 0.759], [2.158, -3.016, -0.850], [-1.388, 2.199, -1.267], [1.382, 1.292, -1.089], [-2.964, 0.010, 1.338], [3.013, -0.743, -2.194], [-4.292, 0.047, -0.652], [-1.530, 0.602, 0.531], [0.580, -1.598, 3.791], [-1.826, 2.217, -2.968], [2.779, -3.271, 2.162], [0.430, -2.543, -0.867], [-0.383, -0.995, 2.462], [0.779, 2.329, 1.371], [2.463, 2.043, 1.849], [1.400, 3.128, 2.816]], "nbo_charge": [-0.550, 1.009, -0.539, -0.628, -0.545, -0.528, -0.576, -0.649, -0.108, -0.713, -0.066, -0.546, -0.081, 0.802, -0.543, -0.094, -0.082, 0.179, 0.166, 0.176, 0.188, 0.178, 0.207, 0.164, 0.160, 0.177, 0.228, 0.164, 0.180, 0.209, 0.188, 0.187, -0.333, 0.162, 0.178, 0.229, 0.230, 0.219], "total_charge": -1, "lumo_energy_ev": 2.89, "e_homo_ev": -5.226, "total_energy_ev": -81425.995}